No. 1
Computed, not measured: a 15-piece molecular cluster, C45H120O15 overall, with ωB97M-V/def2-TZVPD.

The geometry in XYZ format:
```
180
C45H120O15, DFT ωB97M-V/def2-TZVPD
C -21.167 -14.396 -5.461
C -21.339 -14.258 -3.946
C -20.516 -13.128 -3.418
O -22.726 -14.152 -3.639
H -21.943 -15.036 -5.798
H -20.225 -14.839 -5.662
H -21.260 -13.467 -6.019
H -21.079 -15.231 -3.478
H -19.482 -13.346 -3.644
H -20.662 -13.085 -2.300
H -20.737 -12.239 -3.966
H -22.969 -13.288 -4.026
C -22.264 -18.232 -0.631
C -22.390 -17.158 -1.730
C -23.724 -17.187 -2.540
O -22.198 -15.879 -1.120
H -22.344 -19.263 -0.989
H -23.133 -18.089 0.050
H -21.377 -18.030 0.002
H -21.464 -17.324 -2.345
H -23.788 -16.321 -3.248
H -24.642 -17.331 -1.948
H -23.609 -18.072 -3.184
H -23.020 -15.534 -0.758
C -20.553 -10.317 7.739
C -21.105 -11.670 8.125
C -21.475 -11.797 9.561
O -22.121 -12.038 7.220
H -19.577 -10.208 8.170
H -21.222 -9.517 8.094
H -20.535 -10.269 6.670
H -20.295 -12.380 8.000
H -21.714 -12.837 9.858
H -22.310 -11.117 9.796
H -20.662 -11.418 10.189
H -22.408 -12.988 7.270
C -28.227 -10.559 1.697
C -28.332 -12.009 2.322
C -29.509 -11.994 3.259
O -28.547 -12.928 1.285
H -27.532 -10.542 0.881
H -27.908 -9.840 2.431
H -29.190 -10.201 1.287
H -27.466 -12.167 2.997
H -29.620 -12.977 3.828
H -30.452 -11.624 2.829
H -29.409 -11.253 4.089
H -29.032 -13.650 1.725
C -18.272 -14.256 5.435
C -17.551 -15.259 4.525
C -17.525 -16.700 5.046
O -17.980 -15.199 3.141
H -18.326 -13.218 5.065
H -17.617 -14.314 6.303
H -19.234 -14.664 5.755
H -16.460 -14.904 4.456
H -16.975 -17.268 4.339
H -18.515 -17.122 5.014
H -17.094 -16.865 6.050
H -18.941 -15.393 3.125
C -21.332 -19.545 2.731
C -21.131 -18.902 4.108
C -20.266 -19.808 5.040
O -20.614 -17.589 3.914
H -21.888 -18.852 2.088
H -21.827 -20.520 2.855
H -20.242 -19.635 2.383
H -22.070 -18.800 4.626
H -19.359 -20.110 4.579
H -20.882 -20.698 5.280
H -19.980 -19.226 5.949
H -20.515 -17.341 2.962
C -16.214 -7.943 3.213
C -15.531 -9.302 3.384
C -14.377 -9.201 4.376
O -16.445 -10.392 3.688
H -17.228 -8.044 2.715
H -15.600 -7.271 2.586
H -16.439 -7.590 4.205
H -15.153 -9.566 2.395
H -13.528 -8.680 3.878
H -13.933 -10.133 4.666
H -14.741 -8.780 5.340
H -17.311 -10.225 3.282
C -23.292 -16.199 5.524
C -23.095 -16.147 7.027
C -22.622 -17.450 7.623
O -22.312 -15.051 7.496
H -22.309 -16.258 5.000
H -23.914 -15.380 5.140
H -23.798 -17.133 5.270
H -24.094 -15.880 7.462
H -22.597 -17.371 8.731
H -21.622 -17.691 7.275
H -23.316 -18.311 7.436
H -21.417 -15.412 7.405
C -19.958 -8.531 1.257
C -19.921 -10.067 1.075
C -20.074 -10.426 -0.390
O -18.768 -10.517 1.770
H -20.895 -8.124 0.856
H -19.200 -8.089 0.589
H -19.861 -8.209 2.301
H -20.746 -10.562 1.669
H -19.350 -9.941 -0.946
H -21.065 -10.202 -0.782
H -19.930 -11.490 -0.483
H -18.112 -10.828 1.147
C -27.452 -14.261 -2.017
C -26.190 -13.495 -1.627
C -25.965 -12.090 -2.173
O -26.048 -13.471 -0.162
H -27.710 -14.103 -3.068
H -28.205 -13.925 -1.292
H -27.269 -15.314 -1.793
H -25.274 -14.096 -1.934
H -26.729 -11.369 -1.961
H -25.797 -12.197 -3.221
H -25.031 -11.698 -1.820
H -26.918 -13.421 0.276
C -18.124 -17.828 0.849
C -18.894 -16.533 0.578
C -18.915 -16.320 -0.934
O -20.186 -16.669 1.181
H -17.664 -17.807 1.858
H -17.218 -17.882 0.286
H -18.658 -18.803 0.713
H -18.487 -15.712 1.136
H -19.256 -17.264 -1.442
H -17.933 -15.975 -1.296
H -19.653 -15.539 -1.227
H -20.745 -16.007 0.760
C -24.905 -11.580 4.838
C -24.004 -10.407 4.351
C -24.722 -9.370 3.545
O -23.544 -9.683 5.437
H -25.163 -12.341 4.050
H -25.861 -11.182 5.268
H -24.302 -12.104 5.558
H -23.208 -10.818 3.735
H -24.109 -8.524 3.205
H -25.591 -8.955 4.060
H -25.138 -9.851 2.633
H -23.299 -10.333 6.129
C -16.367 -13.231 0.074
C -15.576 -12.127 0.714
C -14.384 -11.648 -0.194
O -16.418 -11.021 0.907
H -15.733 -14.062 -0.134
H -16.727 -12.769 -0.822
H -17.186 -13.562 0.695
H -15.089 -12.515 1.631
H -13.775 -10.820 0.186
H -14.865 -11.236 -1.115
H -13.773 -12.523 -0.391
H -16.429 -10.945 1.896
C -20.995 -13.525 2.865
C -22.374 -13.778 2.398
C -22.763 -12.883 1.197
O -22.552 -15.181 2.163
H -20.221 -13.749 2.124
H -20.766 -14.270 3.694
H -20.843 -12.520 3.292
H -23.093 -13.465 3.210
H -22.742 -11.779 1.405
H -23.767 -13.096 0.877
H -22.129 -13.060 0.238
H -23.398 -15.373 1.690
C -27.203 -16.197 2.020
C -25.776 -15.843 2.296
C -25.215 -16.943 3.078
O -25.069 -15.716 1.084
H -27.717 -15.501 1.271
H -27.782 -16.016 2.957
H -27.404 -17.252 1.812
H -25.814 -14.953 2.964
H -25.402 -17.878 2.525
H -25.744 -16.995 4.062
H -24.166 -16.810 3.266
H -25.441 -15.008 0.588
```

As for the relative energy (zero: lowest compared OMol25 entry of this formula, charge and spin): 106.1 kcal/mol. The calculation puts the gap between HOMO and LUMO at 9.923 eV. Its spin multiplicity is 1. As for the charge: 0. The lowest unoccupied orbital energy is 0.5 eV.

No. 2
Computed, not measured: C45H29BaCl4N9O3S as an isolated structure, with ωB97M-V/def2-TZVPD.

The geometry in XYZ format:
```
92
C45H29BaCl4N9O3S, DFT ωB97M-V/def2-TZVPD
Ba -14.171 -11.793 -9.214
Cl -10.842 -18.351 -8.622
C -12.018 -17.194 -9.077
C -11.645 -15.865 -9.005
C -12.594 -14.886 -9.343
N -12.259 -13.558 -9.177
C -11.094 -13.097 -9.640
O -10.379 -13.618 -10.512
C -10.608 -11.812 -8.987
C -9.288 -11.393 -9.273
C -8.807 -10.285 -8.596
C -9.645 -9.626 -7.682
C -10.912 -10.132 -7.461
N -11.405 -11.179 -8.125
C -13.939 -15.250 -9.776
C -14.249 -16.610 -9.887
C -13.301 -17.552 -9.542
Cl -13.745 -19.201 -9.687
N -14.850 -14.254 -10.056
C -15.970 -14.457 -10.749
O -16.375 -15.501 -11.295
C -16.929 -13.290 -10.877
C -18.261 -13.501 -10.479
C -19.183 -12.522 -10.753
C -18.778 -11.364 -11.435
C -17.443 -11.249 -11.792
N -16.537 -12.137 -11.403
H -10.620 -15.564 -8.772
H -8.721 -11.978 -10.003
H -7.789 -9.924 -8.784
H -9.294 -8.730 -7.171
H -11.586 -9.675 -6.733
H -15.230 -16.899 -10.277
H -18.520 -14.448 -10.001
H -20.221 -12.602 -10.435
H -19.484 -10.553 -11.623
H -17.069 -10.397 -12.366
C -16.716 -13.085 -3.919
C -16.914 -11.694 -3.950
C -16.167 -10.922 -4.823
C -15.240 -11.559 -5.668
C -15.060 -12.970 -5.651
C -15.813 -13.724 -4.766
N -14.527 -10.812 -6.603
N -14.693 -9.545 -6.553
C -14.059 -8.727 -7.459
C -13.822 -7.397 -7.039
C -13.221 -6.491 -7.891
C -12.845 -6.909 -9.180
C -13.004 -8.239 -9.580
C -13.641 -9.128 -8.751
H -17.269 -13.673 -3.180
H -17.649 -11.244 -3.273
H -16.249 -9.833 -4.874
H -14.276 -13.410 -6.288
H -15.701 -14.808 -4.719
H -14.161 -7.108 -6.044
H -13.034 -5.459 -7.590
H -12.391 -6.188 -9.860
H -12.615 -8.564 -10.563
Cl -18.282 -13.276 -6.988
C -18.645 -11.725 -7.611
C -19.869 -11.154 -7.617
C -20.043 -9.933 -8.274
Cl -21.628 -9.307 -8.277
C -19.001 -9.173 -8.881
C -19.131 -7.916 -9.506
C -18.008 -7.313 -10.036
C -16.764 -7.968 -9.987
N -16.587 -9.180 -9.480
C -17.676 -9.734 -8.886
C -17.546 -11.051 -8.246
O -16.496 -11.729 -8.337
H -20.708 -11.646 -7.143
H -20.102 -7.413 -9.544
H -18.051 -6.311 -10.477
H -15.866 -7.467 -10.372
N -13.575 -8.294 -16.284
C -12.512 -8.947 -15.712
S -10.992 -9.016 -16.410
C -12.790 -9.518 -14.385
C -11.919 -10.478 -13.811
C -12.238 -11.054 -12.587
N -13.324 -10.709 -11.883
C -14.132 -9.772 -12.397
C -13.939 -9.168 -13.628
H -13.462 -7.951 -17.234
H -14.504 -8.654 -16.042
H -11.006 -10.752 -14.365
H -11.588 -11.805 -12.117
H -14.954 -9.475 -11.735
H -14.642 -8.409 -14.000
```

As for the relative energy (zero: lowest compared OMol25 entry of this formula, charge and spin): 0.0 kcal/mol. The calculation puts the gap between HOMO and LUMO at 4.513 eV. Its spin multiplicity is 1. As for the charge: -2. The lowest unoccupied orbital energy is 2.7 eV.

no.,E (Eh),largest force on an atom (eV/A),HOMO (eV)
1,-2915.01994,3.37,-9.45
2,-4715.35933,2.85,-1.82